The following is a quantum chemistry calculation of a structure of composition C18H21BrClNO2 in a non-equilibrium geometry, from the OMol25 dataset.

LUMO (eV): 0.68
Kohn-Sham gap (eV): 8.877
ΔE to the lowest compared entry with this formula, charge and spin (eV): 17.875
Total energy (eV): -107140.4642
HOMO energy (Eh): -0.301

XYZ file:
```
44
Properties=species:S:1:pos:R:3:mulliken_charge:R:1
C 1.3054 2.2167 -1.6858 -2.051
N 0.7542 0.9558 -1.4540 0.341
C 0.2676 1.0281 -0.1154 -0.545
H -0.1397 -0.1164 0.1229 -0.393
C -1.1177 1.6280 -0.0834 -0.521
O -1.9420 1.1888 1.1967 -0.121
C -3.2664 1.6939 1.4710 -0.229
C -4.0636 0.7806 1.8661 -0.628
O -4.3233 -0.2954 1.0118 -0.458
C -3.1656 -1.1480 0.7670 0.390
C -2.4142 -1.5099 1.7149 -0.098
C -1.4431 -2.4496 1.1739 -0.499
C -1.1393 -2.9768 -0.1896 0.397
C -1.9752 -2.1243 -0.9802 0.109
C -3.0113 -1.3892 -0.7060 -0.464
Br -4.2121 -0.5642 -1.7019 -0.048
H -1.8227 -2.5585 -2.0187 0.277
Cl 0.0801 -3.8894 -0.5226 -0.177
H -0.5808 -2.9013 1.9346 0.139
H -2.5194 -1.4778 2.8677 0.261
H -5.0775 1.1575 2.1252 0.387
H -3.6719 0.5264 3.0666 0.129
H -3.1514 2.8499 1.9709 0.261
H -3.6789 2.1138 0.5007 0.267
H -1.7309 1.9251 -1.1026 0.188
H -0.8082 2.8795 0.2564 0.278
H 0.8799 1.0607 0.6450 0.933
C 1.4434 -0.0425 -1.8233 -1.748
C 2.5930 -0.3892 -0.8718 0.891
C 2.7017 -1.0883 0.2909 0.175
C 3.8249 -1.0277 0.9386 -0.515
C 4.9520 -0.5545 0.4410 -0.270
C 5.0327 0.2015 -0.6115 -0.469
C 3.8324 0.1195 -1.4233 -0.687
H 3.8470 0.7119 -2.3385 0.292
H 5.9545 0.8357 -0.9335 0.275
H 5.9055 -0.5914 0.9962 0.287
H 3.7940 -1.6673 2.1857 0.087
H 1.7430 -1.4899 0.5682 0.263
H 0.6568 -0.9549 -1.5554 -0.131
H 1.7305 -0.2007 -2.6941 1.415
H 1.4483 2.2610 -2.5677 0.797
H 2.0217 2.3863 -1.0946 0.648
H 0.4866 2.8863 -1.6380 0.563
```



The following is a quantum chemistry calculation of a structure of composition C18H21Cl2CoN3O3PS in a non-equilibrium geometry, from the OMol25 dataset.

LUMO (alpha / beta) (eV): -0.06 / -0.06
Kohn-Sham gap (alpha / beta) (eV): 7.646 / 7.744
ΔE to the lowest compared entry with this formula, charge and spin (eV): 0.078
2S+1: 5
Total energy (eV): -112414.5949
HOMO energy (alpha / beta) (Eh): -0.283 / -0.287

XYZ file:
```
50
Properties=species:S:1:pos:R:3:mulliken_charge:R:1
Co 7.7018 -14.6605 -6.4579 0.429
N 3.6513 -13.6566 -8.6203 -0.484
C 4.5554 -14.0727 -7.6356 0.520
S 4.9251 -12.8896 -6.2221 -0.218
N 4.8927 -15.2789 -7.6256 -0.819
N 5.8831 -15.6599 -6.7096 0.540
C 5.7535 -16.9446 -6.4036 -0.097
C 6.5966 -17.7167 -5.5611 0.193
C 6.1888 -19.0262 -5.2935 -0.572
C 6.7803 -19.8475 -4.4271 -0.973
C 8.0404 -19.4412 -3.9183 -0.242
C 8.4833 -18.1868 -4.1029 -0.593
C 7.7715 -17.2371 -4.9400 0.996
O 8.2211 -16.0157 -5.1037 -0.516
H 2.7915 -13.2757 -8.2947 0.239
H 3.4928 -14.4970 -9.2230 0.292
H 4.9102 -17.5090 -6.8240 0.302
H 5.2985 -19.3605 -5.8311 0.270
H 6.5545 -20.9010 -4.3314 0.319
H 8.6554 -20.1423 -3.3701 0.389
H 9.4788 -17.9080 -3.6983 0.150
Cl 8.2665 -14.3106 -8.6361 -0.512
C 11.3815 -15.7097 -4.2696 -0.620
Cl 11.3457 -14.9425 -5.8387 -0.086
H 10.4917 -15.5822 -3.6900 0.389
H 12.3661 -16.0765 -3.9453 0.354
C 4.4926 -10.5243 -8.3233 -1.288
P 5.6497 -11.1562 -7.0939 1.610
C 7.2825 -11.0927 -7.8162 -1.077
C 5.7473 -10.1302 -5.6357 0.338
C 6.2708 -10.6708 -4.4461 0.148
C 6.3630 -9.9569 -3.2434 -0.934
C 6.0892 -8.5864 -3.2693 -0.440
C 5.6486 -8.0015 -4.4874 -0.587
C 5.4020 -8.7660 -5.6081 -0.609
H 3.4542 -10.5650 -7.9486 0.338
H 4.6611 -11.1221 -9.2373 0.410
H 4.7476 -9.5486 -8.5904 0.561
H 7.9073 -11.4804 -7.0093 0.224
H 7.5148 -10.0323 -8.0249 0.472
H 7.3309 -11.8232 -8.6685 0.298
H 6.5647 -11.7248 -4.4026 -0.249
H 6.8045 -10.4131 -2.3558 0.392
H 6.2272 -7.9771 -2.4190 0.435
H 5.4473 -6.9548 -4.5960 0.397
H 4.9625 -8.2867 -6.4709 0.290
O 8.9827 -11.9582 -3.9149 -0.558
C 8.7432 -12.9077 -4.6116 0.368
O 7.8296 -12.9941 -5.5183 0.011
H 9.3979 -13.8186 -4.5111 -0.200
```



The following is a quantum chemistry calculation of a structure of composition C18H21F3N2O5S5V in a non-equilibrium geometry, from the OMol25 dataset.

LUMO (alpha / beta) (eV): -7.84 / -7.23
Kohn-Sham gap (alpha / beta) (eV): 6.024 / 6.709
2S+1: 2
Total charge: +2
Total energy (eV): -120225.9145
HOMO energy (alpha / beta) (Eh): -0.510 / -0.512

XYZ file:
```
55
Properties=species:S:1:pos:R:3:mulliken_charge:R:1
V -1.1887 1.9115 1.1477 1.337
N -4.7102 1.4909 -1.5089 -0.376
C -3.8509 1.0082 -0.6370 0.954
N -4.2714 0.2736 0.3825 -0.322
S -2.1599 1.2967 -0.9139 -0.507
H -5.7031 1.3217 -1.4333 0.223
H -4.3925 2.0697 -2.2705 0.222
H -5.2531 0.1069 0.5513 0.228
H -3.6136 -0.1607 1.0027 0.096
F -2.5175 1.3482 5.0360 -0.180
C -2.9206 1.4991 3.8093 0.747
F -4.2291 1.4160 3.7103 -0.202
F -2.3835 0.4838 3.0408 -0.225
S -2.2751 3.0499 3.0193 1.227
O -2.7947 4.2016 3.6254 -0.544
O -2.7164 2.7677 1.6101 -0.437
O -0.8336 2.8033 3.0257 -0.433
O -0.0950 0.6739 1.1945 -0.372
S 0.9647 -0.4783 0.9436 -0.059
C 1.8985 0.2907 -0.4836 -0.559
C 1.9945 -0.4573 -1.7730 0.500
C 3.0504 -1.3402 -1.9919 -0.345
C 3.1901 -1.9643 -3.2184 -0.742
C 2.2767 -1.7111 -4.2338 -0.484
C 1.2217 -0.8356 -4.0203 -0.870
C 1.0779 -0.2092 -2.7924 -0.099
C -0.1497 -1.7371 0.2356 -0.672
C 0.5840 -2.9841 -0.1766 0.602
C 1.6145 -3.4923 0.6136 -0.410
C 2.2564 -4.6648 0.2514 -0.775
C 1.8729 -5.3309 -0.9042 -0.514
C 0.8375 -4.8334 -1.6831 -0.677
C 0.1902 -3.6630 -1.3220 -0.434
H 2.8901 0.4724 -0.0712 0.571
H 1.3700 1.2383 -0.6013 0.121
H 3.7746 -1.5237 -1.2068 0.434
H 4.0187 -2.6379 -3.3895 0.444
H 2.3892 -2.1868 -5.1989 0.445
H 0.5216 -0.6243 -4.8177 0.456
H 0.2733 0.4992 -2.6343 0.403
H -0.6813 -1.2642 -0.5892 0.275
H -0.8343 -1.9493 1.0622 0.741
H 1.9041 -2.9692 1.5205 0.446
H 3.0531 -5.0648 0.8639 0.434
H 2.3784 -6.2431 -1.1909 0.448
H 0.5242 -5.3679 -2.5701 0.432
H -0.6131 -3.2768 -1.9373 0.399
C 2.3269 4.5728 2.8986 -0.888
O 1.5945 3.8695 1.8755 -0.139
C 0.6265 4.5105 1.2652 0.315
S 0.1661 6.0592 1.4221 -0.059
S -0.1863 3.5356 0.0136 -0.210
H 3.0587 3.8698 3.2821 0.254
H 1.6547 4.8861 3.6962 0.385
H 2.8190 5.4437 2.4704 0.397
```



The following is a quantum chemistry calculation of a structure of composition C18H21F3NO2S3W in a non-equilibrium geometry, from the OMol25 dataset.

LUMO (alpha / beta) (eV): -12.68 / -12.68
Kohn-Sham gap (alpha / beta) (eV): 6.178 / 6.180
Total charge: +3
Total energy (eV): -67046.0950
HOMO energy (alpha / beta) (Eh): -0.693 / -0.693

XYZ file:
```
49
Properties=species:S:1:pos:R:3:mulliken_charge:R:1
W 0.0764 -0.6324 0.0777 1.801
F -2.7902 -2.8518 1.0168 -0.221
C -1.8554 -3.3572 1.8373 0.762
F -2.2932 -4.4379 2.4123 -0.234
F -0.8167 -3.6995 0.9766 -0.097
C -1.3041 -2.2505 2.7090 -0.526
C -1.3280 -2.1151 4.0917 -0.417
C -0.6628 -1.0301 4.6523 -0.573
C 0.0205 -0.1302 3.8391 -0.548
N 0.0173 -0.2778 2.5167 -0.523
C -0.6310 -1.2924 1.9357 1.192
S -1.2919 -1.5623 -1.4087 -0.022
H -1.8377 -2.8398 4.7131 0.581
H -0.6624 -0.8959 5.7247 0.493
H 0.5677 0.7028 4.2545 0.539
O -0.8749 1.1191 0.2114 -0.818
S -1.7042 2.3485 0.7424 0.144
C -3.3402 1.5723 1.0461 -0.180
C -4.2460 1.9476 -0.1193 -0.714
C -3.7724 3.2988 -0.6307 -0.699
C -2.2687 3.1824 -0.7793 -0.495
H -3.6994 1.9625 1.9980 0.504
H -3.1700 0.4949 1.1376 0.091
H -5.2868 1.9794 0.1998 0.399
H -4.1829 1.2019 -0.9126 0.277
H -4.0360 4.0970 0.0663 0.339
H -4.2416 3.5453 -1.5840 0.375
H -1.7714 4.1432 -0.8804 0.441
H -1.9882 2.5286 -1.6083 0.308
C 2.6681 -5.5911 0.8613 -1.525
C 2.2932 -4.2963 0.2674 0.696
C 2.3267 -3.1253 1.0267 -0.560
C 2.1106 -1.8493 0.4589 -0.591
C 1.9127 -1.7637 -0.9793 0.208
C 1.8387 -2.9719 -1.7265 -0.586
C 1.9903 -4.1908 -1.1107 -0.505
S 2.3790 -0.1655 -1.8383 0.474
C 4.0695 0.1437 -1.2878 -0.926
O 1.5026 0.6685 -0.8597 -0.547
H 3.1113 -5.4766 1.8458 0.429
H 3.3563 -6.1334 0.2103 0.416
H 1.8032 -6.2522 0.9607 0.367
H 2.5930 -3.1984 2.0733 0.480
H 2.5581 -0.9937 1.0080 0.679
H 1.7105 -2.9233 -2.8012 0.556
H 1.9542 -5.0933 -1.7030 0.574
H 4.2661 -0.1562 -0.2619 0.314
H 4.2307 1.2178 -1.3881 0.428
H 4.7540 -0.3614 -1.9659 0.443
```



The following is a quantum chemistry calculation of an isolated molecule of C18H21FN4O2S in a non-equilibrium geometry, from the OMol25 dataset.

LUMO (eV): 0.59
Kohn-Sham gap (eV): 8.808
ΔE to the lowest compared entry with this formula, charge and spin (eV): 2.574
SMILES string: Cc1nc2sc([C@H](c3cccc(F)c3)N3C[C@@H](C)O[C@H](C)C3)c(O)n2n1
Total energy (eV): -42613.7333
HOMO energy (Eh): -0.302

XYZ file:
```
47
Properties=species:S:1:pos:R:3:mulliken_charge:R:1
C -4.4903 4.8834 -1.8741 -0.964
C -3.5003 3.8499 -1.4664 0.474
N -2.7640 3.8469 -0.2630 -0.744
C -2.0876 2.7410 -0.3303 0.665
S -0.9584 1.8201 0.6716 -0.027
C -0.8222 0.6732 -0.6427 -0.218
C 0.0495 -0.5690 -0.7050 -0.313
C -0.7949 -1.7829 -0.2296 0.161
C -1.1505 -1.9723 1.1112 -0.109
C -1.7972 -3.1277 1.5254 -0.774
C -2.1375 -4.1021 0.5661 -0.448
C -1.8391 -3.9307 -0.7621 0.118
F -2.1082 -4.8928 -1.6662 -0.311
C -1.1749 -2.7662 -1.1591 -0.178
N 1.3202 -0.3720 0.0877 0.720
C 2.1320 -1.5475 0.5404 -1.095
C 3.0025 -1.1081 1.7264 0.670
C 3.8748 -2.2723 2.1960 -1.627
O 3.8552 -0.0419 1.3231 -0.433
C 3.2452 1.0911 0.6765 0.226
C 2.5628 2.0204 1.6751 -1.259
C 2.2833 0.6594 -0.4323 -1.058
C -1.6394 0.9756 -1.7470 0.295
O -1.7121 0.3214 -2.9883 -0.476
N -2.3651 2.1476 -1.5185 0.967
N -3.2583 2.8256 -2.2318 -1.679
H -5.3166 4.9277 -1.1622 0.249
H -4.9096 4.6220 -2.8509 0.303
H -3.9881 5.8204 -1.9060 0.265
H 0.3080 -0.6818 -1.7616 0.410
H -0.8380 -1.2435 1.8526 0.381
H -2.0634 -3.3305 2.5660 0.388
H -2.5413 -5.0574 0.8088 0.442
H -0.9620 -2.6108 -2.2159 0.396
H 1.4844 -2.3307 0.8642 0.549
H 2.7997 -1.9299 -0.2634 0.206
H 2.3258 -0.7849 2.5505 0.160
H 3.2662 -3.1475 2.5079 0.360
H 4.5249 -1.9625 3.0179 0.384
H 4.5501 -2.5962 1.4435 0.409
H 4.0799 1.6008 0.2107 0.383
H 3.2748 2.3019 2.4631 0.380
H 2.3088 2.9195 1.1671 0.443
H 1.7197 1.5113 2.1865 0.139
H 2.8320 0.2299 -1.2588 0.337
H 1.8034 1.5596 -0.7707 0.468
H -2.3843 0.8124 -3.5326 0.367
```



The following is a quantum chemistry calculation of a structure of composition C18H21IN3O3PtSbSe4 in a non-equilibrium geometry, from the OMol25 dataset.

LUMO (alpha / beta) (eV): -1.85 / -2.47
Kohn-Sham gap (alpha / beta) (eV): 3.438 / 4.991
ΔE to the lowest compared entry with this formula, charge and spin (eV): 1.639
2S+1: 5
Total energy (eV): -308886.6328
HOMO energy (alpha / beta) (Eh): -0.194 / -0.274

XYZ file:
```
52
Properties=species:S:1:pos:R:3:mulliken_charge:R:1
Pt -0.9228 -1.5767 -0.0582 1.905
C -3.3158 -0.3730 -4.0846 -1.282
C -3.0876 0.7349 -3.1096 0.923
N -3.4311 1.9491 -3.4689 -0.719
C -3.2254 2.9563 -2.6260 -0.885
C -2.6756 2.8246 -1.3688 0.507
C -2.5446 4.0566 -0.5066 -0.883
O -1.1906 4.2808 -0.1391 -0.523
C -2.2747 1.5299 -0.9184 0.041
C -1.7002 1.3925 0.3618 -0.150
N -1.2551 0.3108 1.0086 -0.369
C -0.7980 0.3864 2.3020 0.809
C -0.5793 1.6050 2.9900 -0.328
C -0.1298 1.6644 4.2882 -0.812
C 0.1373 0.5067 5.0028 -0.657
C -0.0669 -0.7091 4.3765 -0.564
C -0.5124 -0.7626 3.0705 -0.027
I -0.8019 -2.7688 2.3092 -0.118
C -2.5183 0.4508 -1.8355 0.711
O -2.2209 -0.7803 -1.5924 -1.297
H -4.0868 -0.0752 -4.7878 0.426
H -3.6059 -1.2900 -3.5743 0.309
H -2.3947 -0.5673 -4.6392 0.160
H -3.5517 3.9166 -3.0018 0.316
H -3.1548 3.9445 0.4078 0.296
H -2.9391 4.9129 -1.0682 0.407
H -1.0840 5.1930 0.1532 0.310
H -1.6240 2.3346 0.8837 0.217
H -0.7504 2.5352 2.4712 0.401
H 0.0120 2.6274 4.7555 0.385
H 0.4850 0.5515 6.0220 0.387
H 0.1247 -1.6292 4.9055 0.361
Se 3.7776 -4.6616 -2.3211 -0.426
Sb 1.6796 -4.6701 -3.4678 0.420
Se -0.7520 -3.4774 -1.8502 -0.437
Se -0.1123 -1.5553 -2.8152 0.436
Se 1.5323 -2.1158 -4.3295 -0.332
C 4.6254 -1.1756 0.8037 -0.988
N 3.2747 -1.1258 0.2976 0.256
C 2.7466 0.1230 -0.2019 -0.643
C 2.5174 -2.2173 0.1768 0.477
C 2.9826 -3.4835 0.8202 -1.516
O 1.4285 -2.1584 -0.4245 -0.235
H 5.0225 -0.1646 0.8502 0.306
H 5.2620 -1.7756 0.1478 0.324
H 4.6503 -1.6108 1.8040 0.351
H 3.2860 0.9549 0.2390 0.355
H 1.6902 0.1912 0.0800 0.088
H 2.8097 0.1799 -1.2901 0.223
H 4.0128 -3.7024 0.5598 0.460
H 2.3541 -4.3027 0.4899 0.202
H 2.8946 -3.3867 1.9004 0.422
```